Record 1
Formula: C31H47NO4P2Pt
Source: the OMol25 dataset
Level of theory: wB97M-V/def2-TZVPD

## Properties
- Total charge: +2
- Energy above the lowest of the compared OMol25 structures with the same formula, charge and spin: 602.9 kJ/mol
- HOMO (alpha / beta): -13.08 / -13.42 eV
- Orbital gap (alpha / beta): 6.6 / 4.9 eV
- Multiplicity: 5

Geometry (Å):
1 Pt 0.0628 2.7842 -0.9922
2 C 1.2442 1.1446 2.7784
3 C 2.2390 1.5849 1.8654
4 C 0.1776 2.6311 1.2578
5 C 0.0091 1.7166 2.4540
6 C 1.6471 2.5211 0.9559
7 C 1.4960 0.2405 3.9263
8 H 2.5644 0.2197 4.1834
9 H 1.1863 -0.8058 3.6845
10 H 0.9069 0.5361 4.8077
11 C -1.2339 1.5444 3.2211
12 H -1.8839 0.7962 2.7441
13 H -1.7774 2.4914 3.3094
14 H -1.0426 1.1759 4.2438
15 C -0.5152 3.9723 1.3324
16 H 0.0833 4.6955 1.9101
17 H -1.5122 3.8769 1.7822
18 H -0.6715 4.3290 0.2824
19 C 2.4376 3.6250 0.3940
20 H 2.7355 4.3295 1.1899
21 H 1.8194 4.1096 -0.3802
22 H 3.3154 3.2232 -0.1208
23 C 3.6919 1.2681 2.0047
24 H 4.1253 1.7130 2.9253
25 H 4.2990 1.6324 1.1593
26 H 3.8903 0.1802 2.0609
27 C -0.7010 -0.9469 -0.0634
28 C 0.2275 -1.4940 0.7128
29 C 1.6882 -1.7239 0.5211
30 C 2.6398 -1.0361 -0.5689
31 C 2.4623 0.2215 -1.2483
32 C 1.3368 0.5519 -1.9898
33 C 0.3936 -0.5432 -2.4525
34 C -0.8162 -0.9278 -1.5507
35 H 1.5634 -2.7923 0.2572
36 H 2.6663 -1.7392 -1.4121
37 H 2.1862 -1.6100 1.5138
38 H -1.0880 -1.9887 -1.7130
39 H -1.4051 -0.1737 0.4008
40 H -0.1240 -1.6773 1.7556
41 H -1.7240 -0.3951 -1.8612
42 H -0.1147 -0.1140 -3.3884
43 H 1.4587 1.3417 -2.7973
44 H 0.9393 -1.4606 -2.7380
45 H 3.6384 -1.0020 -0.1019
46 H 3.1090 1.0725 -1.0044
47 P -0.6211 -0.9909 -5.0415
48 P -0.2554 2.1871 -4.3537
49 C -0.3586 0.1366 -6.4277
50 C -0.8061 1.5779 -6.0816
51 H -0.9668 -0.2699 -7.2536
52 H 0.6973 0.1074 -6.7567
53 H -0.3955 2.2706 -6.8370
54 H -1.9014 1.6942 -6.1458
55 C -0.9253 3.8747 -4.5530
56 H -0.3917 4.5089 -3.8441
57 H -1.9974 3.8436 -4.3433
58 H -0.7727 4.2405 -5.5735
59 C 1.4790 2.5009 -4.9166
60 H 1.4953 2.8079 -5.9708
61 H 2.0970 1.6027 -4.7881
62 H 1.8462 3.3215 -4.2953
63 C -2.3334 -1.5153 -5.1943
64 H -2.5538 -2.2833 -4.4526
65 H -2.5184 -1.9186 -6.1887
66 H -3.0017 -0.6578 -5.0574
67 C 0.3418 -2.4616 -5.4676
68 H 1.1364 -2.2327 -6.1863
69 H -0.3288 -3.1923 -5.9306
70 H 0.7714 -2.8894 -4.5550
71 O 0.4106 -2.5249 3.7744
72 C -0.8390 -2.2930 3.7532
73 O -1.5162 -1.6230 2.9329
74 C -1.6066 -2.9717 4.8513
75 C -1.0551 -3.9931 5.6398
76 C -1.8027 -4.5343 6.6807
77 C -3.1191 -4.1036 6.9343
78 C -3.7001 -3.1124 6.1045
79 C -2.9373 -2.5775 5.0751
80 N -3.7295 -4.4108 8.2056
81 O -3.1497 -5.1842 8.9987
82 O -4.8122 -3.8531 8.4741
83 H -0.0539 -4.3702 5.4546
84 H -1.3818 -5.2620 7.3531
85 H -4.6777 -2.6883 6.3186
86 H -3.3965 -1.8590 4.4133



Record 2
Formula: C43H49F3N3S2
Source: the OMol25 dataset
Level of theory: wB97M-V/def2-TZVPD

## Properties
- Total charge: +1
- HOMO: -8.16 eV
- Orbital gap: 2.9 eV

Geometry (Å):
1 C 3.4084 3.2640 1.0179
2 C 1.9880 3.7702 0.7661
3 C 2.0077 5.1052 0.0219
4 C 1.2199 3.8800 2.0640
5 C 1.6643 4.7443 3.0470
6 C 0.9975 4.8593 4.2442
7 C -0.1367 4.1148 4.4718
8 C -0.6270 3.2522 3.5069
9 C -1.8703 2.4288 3.7681
10 C -2.9014 3.1875 4.6089
11 C -1.5106 1.0935 4.4196
12 C 0.0678 3.1161 2.2957
13 N -0.4322 2.2277 1.2664
14 N -1.2582 2.6342 0.3081
15 N -1.4705 1.5909 -0.4610
16 C -2.3661 1.6451 -1.6000
17 C -1.8640 1.9899 -2.8632
18 C -0.4002 2.3409 -3.0451
19 C -0.2373 3.7837 -3.5186
20 C 0.3097 1.3792 -4.0052
21 C -2.7180 1.9747 -3.9515
22 C -4.0434 1.6321 -3.8103
23 C -4.5359 1.3006 -2.5685
24 C -3.7208 1.3143 -1.4492
25 C -4.2669 0.9400 -0.0850
26 C -4.1688 -0.5661 0.1610
27 C -5.7070 1.4203 0.1217
28 C -0.7890 0.4170 -0.0167
29 C -0.8376 -0.8837 -0.6338
30 C -0.6024 -2.0756 0.0761
31 C -0.6699 -3.2974 -0.5461
32 C -0.9481 -3.3826 -1.8964
33 C -1.0193 -4.7420 -2.5686
34 F -1.2598 -4.5744 -3.8891
35 F 0.1644 -5.3693 -2.3851
36 F -2.0206 -5.4491 -1.9966
37 C -1.1932 -2.2305 -2.6146
38 C -1.1637 -1.0133 -1.9924
39 C -0.0711 0.8530 1.1271
40 C 0.8661 0.1957 1.8631
41 H 3.4013 2.3059 1.5394
42 H 3.9600 3.1436 0.0845
43 H 3.9597 3.9709 1.6392
44 H 1.4652 3.0328 0.1331
45 H 0.9968 5.4656 -0.1721
46 H 2.5190 5.8647 0.6145
47 H 2.5326 5.0210 -0.9309
48 H 2.5418 5.3397 2.8698
49 H 1.3549 5.5421 4.9953
50 H -0.6441 4.2116 5.4147
51 H -2.3270 2.2238 2.7843
52 H -3.1258 4.1617 4.1728
53 H -3.8350 2.6302 4.6938
54 H -2.5316 3.3534 5.6214
55 H -0.8337 0.5115 3.7932
56 H -1.0138 1.2613 5.3756
57 H -2.3989 0.4899 4.6112
58 H 0.0823 2.2542 -2.0560
59 H -0.7081 4.4832 -2.8273
60 H 0.8155 4.0549 -3.6174
61 H -0.7057 3.9173 -4.4940
62 H 0.3148 0.3537 -3.6346
63 H -0.1818 1.3780 -4.9784
64 H 1.3466 1.6780 -4.1666
65 H -2.3442 2.2366 -4.9246
66 H -4.6941 1.6264 -4.6689
67 H -5.5720 1.0291 -2.4771
68 H -3.6350 1.4540 0.6602
69 H -3.1375 -0.9158 0.1158
70 H -4.5759 -0.8382 1.1362
71 H -4.7394 -1.1106 -0.5916
72 H -5.8022 2.4874 -0.0825
73 H -6.3911 0.8888 -0.5409
74 H -6.0452 1.2382 1.1433
75 H -0.4236 -2.0345 1.1333
76 H -0.5229 -4.2090 0.0075
77 H -1.4170 -2.3075 -3.6642
78 H -1.4076 -0.1387 -2.5569
79 H 1.1845 -0.7976 1.6178
80 H 1.3673 0.6897 2.6714
81 C 0.5322 -1.2147 8.5160
82 C 1.5405 -1.8871 7.8369
83 C 1.2276 -2.7272 6.8014
84 C -0.1227 -2.9190 6.4152
85 C -0.4493 -3.7712 5.3597
86 S -2.1053 -4.0549 4.8600
87 C -1.7563 -5.4048 3.7498
88 C -0.3308 -5.3322 3.2280
89 S 0.7701 -4.6346 4.4433
90 C -1.1316 -2.2236 7.1280
91 C -0.7998 -1.3876 8.1612
92 H 0.7854 -0.5595 9.3310
93 H 2.5717 -1.7505 8.1195
94 H 1.9991 -3.2556 6.2663
95 H -1.9136 -6.3324 4.3049
96 H -2.4937 -5.3830 2.9418
97 H 0.0541 -6.3152 2.9400
98 H -0.2799 -4.6943 2.3436
99 H -2.1600 -2.3647 6.8397
100 H -1.5770 -0.8650 8.6949



Record 3
Formula: C22H20F2N4O2PS3SbTc
Source: the OMol25 dataset
Level of theory: wB97M-V/def2-TZVPD

## Properties
- Total charge: +1
- Energy above the lowest of the compared OMol25 structures with the same formula, charge and spin: 0.0 kJ/mol
- HOMO (alpha / beta): -10.56 / -10.56 eV
- Orbital gap (alpha / beta): 6.5 / 6.5 eV

Geometry (Å):
1 Tc -1.7129 -0.7673 -1.2476
2 S -3.8265 0.6686 2.8133
3 Sb -4.5038 -0.3050 0.9546
4 S -2.8877 -2.0431 0.5116
5 S -3.2580 -0.0194 -2.3244
6 F 2.4189 2.2928 -3.0828
7 C 1.8862 1.0644 -2.9703
8 C 0.6298 0.9344 -2.4044
9 C 0.0748 -0.3329 -2.2571
10 C 0.7762 -1.4578 -2.7314
11 C 2.0433 -1.2607 -3.2743
12 F 2.7721 -2.3059 -3.7036
13 C 2.6282 -0.0158 -3.3981
14 C 0.0788 -2.7518 -2.6566
15 C 0.5296 -3.9532 -3.1922
16 C -0.2814 -5.0737 -3.1342
17 C -1.5301 -4.9838 -2.5443
18 C -1.9129 -3.7717 -2.0081
19 N -1.1298 -2.6881 -2.0525
20 H 0.0934 1.8234 -2.1003
21 H 3.6088 0.0984 -3.8370
22 H 1.4934 -4.0064 -3.6675
23 H 0.0603 -6.0073 -3.5610
24 H -2.2018 -5.8283 -2.4957
25 H -2.8675 -3.6466 -1.5187
26 N 0.7333 7.3653 4.0650
27 C 0.3777 6.4742 3.4333
28 C -0.0505 5.3551 2.6384
29 C -0.0176 5.4395 1.2476
30 C -0.4098 4.3542 0.4858
31 C -0.8420 3.1752 1.1029
32 C -0.8859 3.1046 2.5004
33 C -0.4906 4.1889 3.2626
34 C -1.1934 2.0234 0.3251
35 C -1.4284 0.9700 -0.2309
36 H 0.3126 6.3537 0.7738
37 H -0.3959 4.4162 -0.5948
38 H -1.2357 2.1926 2.9647
39 H -0.5272 4.1426 4.3426
40 N -0.8287 -2.4242 2.9988
41 C 0.5923 -2.4635 2.4984
42 P 0.5657 -0.9460 1.4547
43 O 0.0081 0.0690 2.3926
44 O -0.0768 -1.4296 0.1872
45 C 2.1775 -0.2024 0.9421
46 N 1.7771 1.2314 0.7340
47 H -1.0549 -3.2020 3.6152
48 H -1.5225 -2.3964 2.1954
49 H -0.9711 -1.5248 3.4815
50 H 0.7430 -3.3801 1.9355
51 H 1.2607 -2.4106 3.3548
52 H 2.5381 -0.6044 -0.0023
53 H 2.9528 -0.2375 1.7044
54 H 1.0362 1.2989 0.0094
55 H 2.5573 1.8320 0.4717
56 H 1.3171 1.5719 1.5926



Record 4
Formula: C34H85N3O7
Source: the OMol25 dataset
Level of theory: wB97M-V/def2-TZVPD

## Properties
- SMILES: CCN(CC)CC.CCN(CC)CC.CCN(CC)CC.C1CCOC1.C1CCOC1.C1CCOC1.CO.CO.CO.CO
- Total charge: 0
- HOMO: -8.04 eV
- Orbital gap: 8.6 eV

Geometry (Å):
1 C 1.0740 3.8430 0.1452
2 C 0.7819 3.4171 1.5576
3 N 1.2847 4.3348 2.5624
4 C 0.3681 4.5035 3.6967
5 C 0.7040 5.7425 4.5054
6 C 2.7412 4.2200 2.8380
7 C 3.0921 3.0290 3.7095
8 H 0.7285 4.8600 -0.0406
9 H 0.5693 3.1696 -0.5476
10 H 2.1432 3.8094 -0.0636
11 H -0.2865 3.2773 1.7223
12 H 1.1826 2.4158 1.7154
13 H -0.6177 4.6071 3.2431
14 H 0.4040 3.5950 4.2979
15 H -0.0511 6.0336 5.2357
16 H 1.6294 5.5927 5.0616
17 H 0.7672 6.6352 3.8831
18 H 3.1008 5.0376 3.4628
19 H 3.2615 4.2592 1.8810
20 H 2.7885 2.0909 3.2448
21 H 2.6063 3.0910 4.6833
22 H 4.1717 3.0214 3.8593
23 C 2.3099 -3.0306 -4.3618
24 C 2.0500 -1.8173 -3.4698
25 N 2.6326 -0.5833 -4.0317
26 C 4.0999 -0.6706 -3.8942
27 C 4.7714 0.3755 -4.7792
28 C 2.1766 0.6094 -3.3286
29 C 0.8104 1.0855 -3.6988
30 H 3.3282 -3.4066 -4.2623
31 H 2.1291 -2.7374 -5.3959
32 H 1.6683 -3.8685 -4.0892
33 H 0.9697 -1.6721 -3.4605
34 H 2.3970 -1.9853 -2.4503
35 H 4.3896 -0.5376 -2.8519
36 H 4.5214 -1.6446 -4.1431
37 H 4.5581 0.1637 -5.8270
38 H 4.5574 1.4327 -4.6221
39 H 5.8537 0.3323 -4.6569
40 H 2.8204 1.4721 -3.4999
41 H 2.2216 0.4387 -2.2530
42 H 0.6111 1.9516 -3.0677
43 H 0.0014 0.3617 -3.6002
44 H 0.8521 1.4784 -4.7146
45 C 1.1074 -3.7154 3.6195
46 C 2.2758 -3.2682 2.7077
47 N 2.7268 -1.9095 3.0587
48 C 3.3737 -1.9992 4.3672
49 C 3.7920 -0.6325 4.8775
50 C 3.7410 -1.4730 2.0207
51 C 3.2246 -1.4431 0.6040
52 H 0.6155 -4.6183 3.2577
53 H 0.3333 -2.9898 3.8695
54 H 1.5084 -4.0509 4.5759
55 H 3.0066 -4.0766 2.6843
56 H 1.8511 -3.2199 1.7050
57 H 2.6563 -2.4498 5.0530
58 H 4.2313 -2.6701 4.4181
59 H 4.7949 -0.3523 4.5552
60 H 3.1191 0.1706 4.5768
61 H 3.8758 -0.6477 5.9641
62 H 4.6410 -2.0878 2.0278
63 H 4.1633 -0.4904 2.2315
64 H 2.3358 -0.8310 0.4508
65 H 3.0644 -2.3838 0.0772
66 H 4.0833 -1.1390 0.0054
67 C -0.3086 -4.9208 0.2923
68 C -1.5828 -5.5454 -0.2196
69 C -2.0797 -4.3835 -1.1581
70 O -0.9197 -3.6189 -1.4867
71 C 0.2493 -4.1762 -0.8880
72 H 0.3679 -5.6670 0.7091
73 H -0.4697 -4.2556 1.1405
74 H -2.2817 -5.7998 0.5771
75 H -1.3625 -6.4538 -0.7804
76 H -2.7138 -3.7375 -0.5510
77 H -2.6000 -4.7981 -2.0215
78 H 0.9783 -3.3893 -0.6946
79 H 0.6730 -4.8616 -1.6220
80 C -2.0743 2.8661 -4.5587
81 C -2.8712 1.6057 -4.1996
82 C -4.3145 1.9455 -4.5163
83 O -4.2560 3.1116 -5.2898
84 C -2.8990 3.4220 -5.6882
85 H -1.0705 2.6580 -4.9291
86 H -2.0615 3.5397 -3.7019
87 H -2.6544 1.1547 -3.2312
88 H -2.5852 0.7944 -4.8690
89 H -4.8334 2.0417 -3.5625
90 H -4.8225 1.1967 -5.1240
91 H -2.7764 4.4977 -5.8150
92 H -2.6357 2.9548 -6.6372
93 C -4.3206 -0.3548 2.4470
94 C -5.6569 -1.1104 2.3660
95 C -5.4891 -2.1020 1.2411
96 O -4.0954 -2.3754 1.3305
97 C -3.3155 -1.2688 1.7331
98 H -3.9952 -0.2070 3.4768
99 H -4.3787 0.6180 1.9588
100 H -6.5079 -0.4927 2.0790
101 H -5.8036 -1.6292 3.3133
102 H -5.6248 -1.6786 0.2459
103 H -6.0920 -3.0037 1.3479
104 H -2.8205 -0.7570 0.9078
105 H -2.5777 -1.5882 2.4691
106 C -4.2755 -1.0495 -2.0358
107 O -4.9078 0.1304 -1.6329
108 H -5.0108 -1.8410 -2.1805
109 H -3.8030 -0.8965 -3.0060
110 H -3.5206 -1.3909 -1.3276
111 H -4.2595 0.7071 -1.2221
112 C -0.0635 0.4464 3.4441
113 O 0.3431 -0.4262 2.4217
114 H -0.8057 1.1308 3.0332
115 H -0.5091 -0.1975 4.2024
116 H 0.7551 1.0494 3.8371
117 H 1.1589 -0.8305 2.7262
118 C -0.3155 -0.3377 -0.7321
119 O -0.3742 0.7363 0.1396
120 H 0.7406 -0.4388 -0.9820
121 H -0.6870 -1.3065 -0.3980
122 H -0.9515 -0.1526 -1.5977
123 H -0.0473 0.4399 0.9922
124 C -3.0429 3.3120 -0.4094
125 O -3.1468 1.8871 -0.4909
126 H -2.8158 3.7041 -1.4007
127 H -3.9940 3.7870 -0.1689
128 H -2.3178 3.7372 0.2845
129 H -2.2626 1.5132 -0.4896



Record 5
Formula: C7H7N
Source: the OMol25 dataset
Level of theory: wB97M-V/def2-TZVPD

## Properties
- SMILES: c1ccncc1.C#C
- Total charge: 0
- Energy above the lowest of the compared OMol25 structures with the same formula, charge and spin: 571.9 kJ/mol
- HOMO: -7.82 eV
- Orbital gap: 8.4 eV

Geometry (Å):
1 C -0.0525 1.0479 0.5922
2 C 0.3039 -0.1873 1.0120
3 C -0.4376 -1.2904 0.6329
4 N -1.4099 -1.2318 -0.2023
5 C -1.7327 0.0298 -0.5667
6 C -1.2059 1.1736 -0.1064
7 H 0.6679 1.8565 0.7282
8 H 1.2343 -0.4549 1.5135
9 H -0.2525 -2.2441 1.0548
10 H -2.4162 -0.1106 -1.3432
11 H -1.1788 2.1461 -0.6258
12 C 1.6263 -0.7783 -0.8212
13 C 1.7253 0.3647 -0.4361
14 H 1.5646 -1.8487 -1.0642
15 H 1.5638 1.5276 -0.3676